{"formula": "C12H14BF5N6Tc", "method": "ωB97M-V/def2-TZVPD", "elements": ["H", "N", "B", "N", "C", "Tc", "H", "C", "H", "C", "H", "C", "H", "H", "H", "N", "N", "N", "N", "C", "C", "H", "H", "C", "C", "C", "C", "H", "H", "H", "H", "H", "F", "C", "F", "C", "F", "F", "F"], "xyz": [[-0.89189, -2.00730, 3.10386], [0.24045, -1.51881, 1.38108], [2.09452, -1.25424, -0.36968], [1.46832, -1.95565, 0.86647], [1.94380, -2.90897, 1.68065], [-0.98533, -0.19965, 0.40882], [2.88463, -3.38537, 1.44001], [1.06263, -3.09068, 2.73552], [1.16478, -3.76858, 3.56495], [0.00202, -2.20699, 2.52821], [3.14910, -1.73349, -0.67577], [-1.61478, 4.75322, -0.53878], [-2.60256, 5.05323, -0.89812], [-1.48450, 3.68057, -0.70681], [-0.85127, 5.29848, -1.09983], [2.26942, 0.25807, 0.02283], [1.08068, -1.27161, -1.54538], [1.15354, 0.95745, 0.39319], [-0.20375, -0.72594, -1.37771], [3.33134, 1.08026, 0.06683], [1.22423, -1.61158, -2.83341], [4.29793, 0.69699, -0.19120], [2.14963, -2.06404, -3.15834], [2.89091, 2.33674, 0.47052], [0.06606, -1.28342, -3.52758], [1.50549, 2.22486, 0.66716], [-0.81756, -0.73447, -2.59443], [3.46793, 3.21681, 0.60724], [-0.12520, -1.40960, -4.57632], [0.74948, 2.93912, 0.97965], [-1.81852, -0.34092, -2.69674], [-1.52824, 4.96710, 0.48116], [-3.58997, 0.27254, -0.89738], [-3.04000, 0.15006, 0.39224], [-3.48837, 1.24861, 1.12919], [-3.64135, -1.12261, 1.03952], [-4.97626, -1.07891, 0.92137], [-3.20422, -2.27609, 0.43789], [-3.33311, -1.18518, 2.36913]], "forces_ev_per_a": [[0.1, -0.2, 0.0], [0.2, -1.0, 0.7], [-0.3, -0.8, -0.1], [-1.5, 0.7, -0.1], [-0.2, 0.2, 0.2], [2.9, 2.2, -0.1], [-0.1, 0.0, 0.2], [-0.2, 0.0, 0.2], [0.0, -0.1, 0.0], [0.9, 0.2, -1.2], [-0.2, 0.1, 0.1], [-0.1, -0.2, -1.7], [0.2, -0.1, 0.1], [-0.1, 0.0, -0.1], [-0.1, -0.1, 0.1], [2.5, 1.3, -0.1], [-1.0, 0.6, 0.5], [-1.2, 2.2, 0.9], [-0.3, -0.4, -0.8], [-1.1, -3.6, -0.8], [-0.3, 0.3, 0.4], [0.4, 0.1, 0.0], [-0.1, 0.0, -0.1], [-0.4, 1.6, 0.5], [-0.6, 0.3, 0.2], [-1.6, -2.1, -0.3], [1.3, -0.5, 0.3], [0.5, 0.5, 0.1], [0.0, -0.1, -0.1], [0.3, 0.0, -0.1], [0.0, -0.1, -0.1], [0.1, 0.4, 1.6], [1.1, -0.1, 1.8], [-2.0, -0.6, -0.9], [1.3, -1.5, -1.0], [-2.2, -0.8, 0.2], [1.1, -0.2, 0.2], [0.0, 1.5, 0.6], [0.3, 0.1, -1.2]], "nbo_charge": [0.257, -0.355, 0.521, -0.328, 0.069, 1.289, 0.263, -0.300, 0.278, 0.032, 0.025, -0.847, 0.247, 0.166, 0.224, -0.247, -0.330, -0.216, -0.355, 0.129, 0.093, 0.280, 0.264, 0.007, -0.294, -0.007, 0.050, 0.277, 0.279, 0.280, 0.266, 0.212, -0.305, 0.351, -0.291, 0.901, -0.269, -0.305, -0.311], "homo_energy_ev": [-16.26, -15.98], "s2": 3.79, "total_charge": 2, "spin_multiplicity": 4, "de_lowest_kj_mol": 0.00}

{"formula": "C12H14BaF14N2O14PS4", "method": "ωB97M-V/def2-TZVPD", "elements": ["Ba", "P", "F", "F", "F", "F", "F", "F", "C", "F", "F", "F", "S", "O", "O", "N", "S", "O", "O", "C", "F", "F", "F", "N", "S", "O", "O", "F", "S", "O", "O", "F", "C", "O", "C", "C", "O", "C", "H", "H", "H", "H", "H", "H", "H", "H", "H", "H", "C", "C", "C", "O", "C", "C", "C", "O", "O", "O", "H", "H", "H", "H"], "xyz": [[-0.51912, -5.60044, -29.47583], [1.83429, -5.70347, -32.18431], [1.29569, -4.57429, -31.10001], [2.88898, -6.15690, -31.04469], [0.67808, -6.73166, -31.69397], [2.39784, -6.80740, -33.21234], [0.87932, -5.19256, -33.41777], [2.97981, -4.65088, -32.68364], [-3.46920, -7.21897, -26.55379], [-4.50356, -6.85342, -25.81105], [-2.38257, -6.75161, -25.97282], [-3.40475, -8.52382, -26.64617], [-3.73590, -6.44277, -28.27429], [-5.12814, -6.53350, -28.57264], [-3.23830, -5.07552, -28.23909], [-2.62150, -7.25705, -29.28096], [-3.39741, -8.43328, -30.03871], [-4.16393, -9.31342, -29.19712], [-3.97450, -7.96565, -31.28082], [-1.91167, -9.46132, -30.54578], [-2.32960, -10.29102, -31.49677], [-0.92245, -8.71658, -31.01985], [-1.43844, -10.20910, -29.55636], [-0.37492, -3.49523, -27.98975], [-0.24710, -3.29022, -26.44790], [-1.44856, -3.02883, -25.70833], [1.00753, -2.85690, -25.88319], [-0.02419, -4.89700, -26.16060], [-0.28732, -1.87363, -28.39673], [1.01265, -1.26540, -28.52682], [-1.35037, -1.05048, -27.95396], [-0.61698, -2.09041, -29.96580], [0.33551, -8.85403, -27.13368], [0.43644, -8.22530, -28.38955], [1.74000, -8.22584, -28.93200], [2.65049, -7.17119, -28.36694], [2.06373, -5.91127, -28.58588], [2.99375, -4.84425, -28.34449], [0.85621, -8.34098, -26.32045], [0.65472, -9.90073, -27.13756], [-0.72790, -8.85747, -26.89194], [1.68170, -8.11636, -30.01574], [2.22006, -9.20871, -28.82809], [3.65030, -7.32558, -28.79259], [2.87647, -7.31395, -27.29875], [3.49909, -5.04753, -27.39798], [2.38472, -3.94745, -28.26884], [3.75479, -4.72459, -29.11475], [-3.69877, -4.69242, -32.98644], [-4.66039, -5.00725, -33.86434], [-4.53934, -6.07365, -34.87964], [-5.32120, -6.32102, -35.76752], [-3.22041, -6.77164, -34.84546], [-2.30562, -6.49684, -33.89920], [-2.42482, -5.40887, -32.92190], [-1.62683, -5.18422, -32.02333], [-1.16725, -7.21754, -33.92700], [-5.84389, -4.36393, -33.85500], [-3.98362, -3.97368, -32.22865], [-3.06835, -7.58921, -35.53343], [-0.46706, -6.73023, -33.45898], [-6.45374, -4.82488, -34.45114]], "forces_ev_per_a": [[-0.1, -0.5, -0.3], [3.0, 1.5, -2.1], [-0.6, -0.2, -0.8], [-0.6, -0.9, -0.2], [0.1, 0.0, 0.4], [-0.1, -0.4, 0.6], [-0.3, 0.1, 1.3], [-0.8, -0.1, 0.1], [-0.5, 0.9, -0.6], [-0.3, -0.2, 0.1], [0.6, 0.1, -0.2], [0.0, -0.5, 0.1], [1.3, 1.3, -1.1], [0.2, -1.0, 0.0], [0.7, -1.0, 0.5], [-2.5, 0.6, 2.0], [0.0, -0.9, -1.3], [0.2, 0.3, -0.2], [0.4, -0.3, 0.6], [-0.6, -0.1, 0.0], [0.0, -0.1, -0.3], [0.2, 0.3, -0.2], [0.0, 0.1, 0.4], [0.5, 4.1, -0.5], [0.7, -4.1, 6.1], [0.6, 0.4, -1.1], [-0.8, 1.0, -1.3], [-0.5, 0.0, -0.6], [1.0, 1.7, -4.7], [-0.7, -1.3, 1.1], [-0.4, -0.4, 0.8], [-0.3, -0.7, 0.6], [-0.8, -0.2, 0.6], [0.2, 0.3, -0.2], [0.7, -0.7, -0.4], [0.3, -0.5, 0.5], [0.8, 0.1, 0.0], [-0.5, 0.0, 0.4], [0.1, 0.2, -0.2], [0.2, 0.0, -0.4], [0.0, 0.0, 0.0], [-0.4, 0.4, 0.1], [-0.1, 0.0, 0.4], [-0.2, 0.5, -0.7], [-0.5, 0.1, 0.1], [-0.1, 0.2, 0.1], [0.2, 0.2, 0.1], [-0.2, -0.3, -0.3], [-0.4, 0.2, 0.0], [-1.2, 0.6, 0.3], [3.1, -1.3, -0.7], [-1.2, 0.5, 0.4], [-1.2, 0.4, 0.9], [1.5, -1.3, -1.6], [-1.7, 0.8, 1.2], [0.1, -0.4, -0.4], [-0.2, 0.5, 0.4], [0.2, -0.1, 0.2], [0.5, 0.1, 0.1], [0.1, 0.1, -0.1], [0.0, -0.1, 0.1], [0.1, 0.0, -0.2]], "mulliken_charge": [2.406, 1.681, -0.554, -0.380, -0.609, -0.387, -0.382, -0.356, 0.661, -0.224, -0.170, -0.204, 0.724, -0.585, -0.602, -0.393, 0.705, -0.605, -0.558, 0.653, -0.232, -0.132, -0.239, -0.121, 0.833, -0.583, -0.613, -0.301, 0.886, -0.590, -0.551, -0.282, -0.790, 0.469, -0.572, -0.697, 0.330, -0.961, 0.267, 0.291, 0.085, -0.076, 0.395, 0.414, 0.435, 0.345, 0.141, 0.290, -1.120, 0.431, 0.662, -0.611, -0.558, 0.672, 0.392, -0.331, -0.620, -0.552, 0.465, 0.442, 0.135, 0.328], "homo_energy_ev": -7.61, "total_charge": -1, "de_lowest_kj_mol": 122.21}

{"formula": "C12H14ClF7O10", "method": "ωB97M-V/def2-TZVPD", "elements": ["O", "C", "Cl", "C", "O", "C", "O", "O", "C", "F", "F", "C", "F", "F", "C", "F", "F", "F", "H", "H", "C", "O", "C", "O", "O", "C", "H", "H", "H", "H", "H", "H", "C", "O", "C", "O", "O", "C", "H", "H", "H", "H", "H", "H"], "xyz": [[1.60464, 3.23588, -5.04929], [1.79600, 3.16254, -3.70395], [0.64045, 4.27183, -2.69957], [2.90833, 2.16319, -3.02788], [4.22706, 2.80453, -2.77357], [4.21081, 3.11409, -1.30413], [4.46041, 2.08049, -0.50242], [3.86164, 4.48360, -0.94288], [3.77936, 4.72684, 0.49749], [5.05217, 4.40771, 1.24781], [3.66203, 6.22952, 0.63710], [2.43072, 4.12980, 1.23532], [1.53234, 3.35300, 0.34902], [1.59744, 5.29304, 1.72459], [2.73350, 3.22686, 2.57680], [1.37860, 2.79345, 3.08640], [3.63961, 2.07714, 2.36691], [3.25374, 4.18825, 3.61304], [2.41557, 1.69485, -2.07455], [3.11537, 1.25984, -3.76983], [-1.11984, 1.98813, 3.24506], [-2.18865, 1.15529, 2.79998], [-1.84753, -0.14681, 2.62830], [-0.74249, -0.62993, 2.81948], [-2.94878, -0.81837, 2.20705], [-2.73716, -2.21102, 1.98355], [-1.50515, 3.00622, 3.34833], [-0.75409, 1.65760, 4.22260], [-0.30814, 2.00018, 2.51050], [-2.43621, -2.70945, 2.91067], [-1.99019, -2.36687, 1.19850], [-3.68282, -2.64726, 1.64996], [-1.90585, -6.57582, -0.10839], [-2.05332, -6.45834, -1.52209], [-3.00806, -5.57664, -1.91246], [-3.71445, -4.91007, -1.17235], [-3.04080, -5.56496, -3.26893], [-4.00675, -4.67507, -3.82501], [-1.11672, -7.30640, 0.08955], [-1.60619, -5.61818, 0.32950], [-2.83276, -6.93830, 0.34769], [-3.79103, -3.64144, -3.53584], [-5.01768, -4.96160, -3.51760], [-3.94512, -4.74734, -4.91444]], "forces_ev_per_a": [[1.6, -0.8, 9.6], [-1.2, 0.9, -8.0], [2.0, -1.8, -1.0], [-1.0, -1.2, -0.5], [-2.5, 1.4, 3.9], [1.2, -5.9, 2.3], [-1.8, 7.7, -4.6], [1.0, -2.8, 1.9], [1.8, 3.1, 0.7], [-4.5, 0.7, -2.7], [0.5, -5.1, -0.8], [-2.9, 0.4, 0.6], [3.2, 2.4, 2.5], [2.8, -3.9, -1.7], [-0.6, 0.0, 2.3], [5.5, 1.3, -1.7], [-3.6, 4.4, 1.0], [-1.4, -3.7, -3.6], [1.2, 1.1, -1.6], [-0.5, 2.3, 1.3], [0.3, 0.2, 0.0], [0.0, -1.1, -0.2], [0.3, -0.1, 0.1], [-1.5, 0.7, -0.3], [0.8, 0.7, 0.3], [0.0, -0.5, -0.1], [-0.2, -0.3, -0.1], [0.1, 0.0, -0.3], [-0.5, -0.3, 0.3], [0.1, 0.1, -0.2], [0.0, 0.0, 0.3], [0.1, 0.4, 0.1], [0.1, -0.1, 0.5], [-0.7, 0.7, -0.5], [-0.2, 0.2, 0.2], [1.0, -0.9, -1.0], [0.2, -0.2, 1.1], [-0.4, 0.3, -0.2], [-0.1, 0.1, -0.3], [-0.2, -0.1, -0.1], [0.1, 0.2, -0.1], [-0.1, -0.2, 0.1], [0.2, 0.2, 0.1], [0.2, -0.2, 0.3]], "nbo_charge": [-0.481, 0.494, -0.052, -0.181, -0.489, 0.975, -0.531, -0.481, 0.879, -0.310, -0.309, 0.568, -0.309, -0.303, 0.949, -0.325, -0.284, -0.315, 0.242, 0.263, -0.261, -0.498, 0.980, -0.642, -0.496, -0.258, 0.196, 0.192, 0.201, 0.190, 0.190, 0.204, -0.257, -0.496, 0.981, -0.642, -0.495, -0.257, 0.199, 0.190, 0.193, 0.192, 0.193, 0.198], "homo_energy_ev": -10.94, "smiles": "O=C(Cl)COC(=O)OC(F)(F)C(F)(F)C(F)(F)F.COC(=O)OC.COC(=O)OC"}

What did we get for E? Answer: -1398.479355, -4986.655241, -2377.053561 a.u., in the order shown.
What did we get for strongest force on any atom? Answer: 3.86, 7.38, 9.78 eV Å⁻¹, in the order shown.